{
  "formula": "C5H8O2",
  "method": "wB97M-V/def2-TZVPD",
  "elements": ["O", "O", "C", "C", "C", "C", "C", "H", "H", "H", "H", "H", "H", "H", "H"],
  "xyz": [[-2.27807, 0.67714, 0.86911], [1.45304, 0.39379, -1.30100], [0.23689, 0.30801, 0.88409], [-1.20662, -0.19260, 0.63539], [0.65886, -0.40762, -0.40592], [2.48398, -0.19788, -1.83569], [-0.81208, -0.52226, -0.82307], [0.73386, 0.01755, 1.81319], [-1.14894, -1.46734, -1.25641], [1.18209, -1.35597, -0.26971], [-1.42928, -1.09502, 1.21052], [2.89035, 0.61046, -2.49528], [-2.10643, 1.49411, 0.38223], [-1.07733, 0.30041, -1.49725], [0.30492, 1.39522, 0.76203]],
  "nbo_charge": [-0.69, -0.47, -0.46, 0.11, 0.08, 0.08, -0.46, 0.22, 0.22, 0.21, 0.18, 0.07, 0.46, 0.22, 0.22],
  "lumo_ev": 0.83,
  "total_charge": 0,
  "e_above_lowest_ev": 4.037
}

---

{
  "formula": "C34H43BF2GeN3O6Ti",
  "method": "wB97M-V/def2-TZVPD",
  "elements": ["Ge", "Ti", "F", "F", "O", "O", "O", "O", "O", "O", "N", "N", "N", "C", "C", "C", "C", "C", "C", "C", "C", "C", "C", "C", "C", "C", "C", "C", "C", "C", "C", "C", "C", "C", "C", "C", "C", "C", "C", "C", "C", "C", "C", "C", "C", "C", "C", "B", "H", "H", "H", "H", "H", "H", "H", "H", "H", "H", "H", "H", "H", "H", "H", "H", "H", "H", "H", "H", "H", "H", "H", "H", "H", "H", "H", "H", "H", "H", "H", "H", "H", "H", "H", "H", "H", "H", "H", "H", "H", "H", "H"],
  "xyz": [[-1.50748, 2.22236, 0.53188], [0.86140, 0.06300, 0.05305], [2.66038, -0.26692, -2.55230], [3.89787, 0.46835, -0.79335], [0.22481, -1.72364, 0.91183], [-0.78006, 0.85682, 1.63572], [0.29296, 1.96234, -0.34957], [3.56840, -3.13240, 0.69840], [2.69585, -1.60076, -0.64499], [-2.26547, 1.08235, -0.69325], [0.53395, -2.98683, 0.75688], [2.40341, 0.13841, 1.51990], [0.05230, -0.64003, -1.67128], [-2.33117, -3.14861, -5.03775], [3.60391, 1.91929, 4.55407], [-0.75133, -1.75443, -3.82513], [-0.00664, -1.59633, -5.03580], [1.17458, -5.64903, 0.51430], [-0.50649, -0.47076, 3.61821], [0.88686, -4.88105, -0.59990], [-0.33026, -1.14955, -2.66062], [-0.43350, -2.20402, -6.18986], [-1.30063, 0.64378, 2.94151], [0.70068, 2.86180, -1.40972], [3.44604, 0.90100, 3.60540], [2.97003, 3.13883, 4.42107], [0.47558, 2.21171, -2.77073], [-2.76895, 0.22657, 2.82779], [-3.58647, 0.95423, -1.15856], [-1.59594, -2.98872, -6.21837], [-4.51783, 1.99767, -0.53393], [-3.58214, 1.12629, -2.67843], [2.14923, 3.35303, 3.32015], [3.18827, -1.97852, 0.54282], [-1.93640, -2.55486, -3.86321], [-1.17520, 1.91559, 3.78706], [1.14103, -5.03576, 1.75940], [-4.07050, -0.45344, -0.80008], [3.96892, -1.27867, 2.74189], [0.57116, -3.54974, -0.45915], [0.82851, -3.70552, 1.85578], [-0.11171, 4.15970, -1.34492], [2.17315, 3.21369, -1.21117], [3.17299, -0.99954, 1.62667], [4.10379, -0.36181, 3.74492], [2.61147, 1.12020, 2.47002], [1.96784, 2.36480, 2.37066], [2.73670, -0.21026, -1.16553], [-4.18777, 3.00730, -0.78976], [2.78657, 2.31449, -1.17330], [-3.36922, 1.04265, 2.41368], [-1.69559, 2.74970, 3.31199], [-4.52063, 1.90473, 0.55522], [0.91790, -5.29765, -1.59626], [-3.17718, -0.03568, 3.80688], [-5.03261, -0.67604, -1.26905], [-0.68444, -1.41262, 3.10421], [-0.04366, 4.61488, -0.35489], [0.28533, 4.86446, -2.07668], [1.14472, 1.36603, -2.91175], [-3.23335, -3.75025, -5.04471], [2.52206, 3.83378, -2.03917], [-4.58658, 1.00279, -3.09034], [-3.32944, -1.17820, -1.14082], [1.63328, 4.29934, 3.20268], [2.31126, 3.76847, -0.28154], [0.56116, -0.24345, 3.57535], [0.89734, -1.00105, -5.01601], [-3.21813, 2.12333, -2.93639], [0.82140, -3.13775, 2.77284], [1.43857, -6.69225, 0.41661], [4.73441, -0.54579, 4.60581], [-2.84860, -0.63520, 2.16308], [-1.61334, 1.75357, 4.77493], [3.10673, 3.91310, 5.16616], [-5.53989, 1.86197, -0.89586], [0.36517, -2.88309, -1.28162], [-0.80756, -0.56558, 4.66406], [4.24617, 1.72625, 5.40688], [0.14616, -2.07495, -7.09686], [-0.12447, 2.18181, 3.90702], [1.31428, 2.54586, 1.53305], [-2.52109, -2.68045, -2.95980], [0.66069, 2.93846, -3.56533], [-1.91962, -3.46058, -7.13670], [-4.17507, -0.54988, 0.28262], [-1.16426, 3.98445, -1.58312], [-2.92002, 0.39039, -3.13643], [1.38500, -5.58081, 2.65974], [4.48530, -2.22802, 2.75057], [-0.55484, 1.86090, -2.83874]],
  "mulliken_spin": [0.00, 0.12, 0.00, 0.00, 0.01, -0.02, -0.02, 0.11, 0.00, 0.04, 0.00, 0.23, 0.15, -0.13, 0.02, -0.02, 0.23, 0.00, 0.01, 0.01, 0.16, -0.13, 0.01, 0.01, -0.04, 0.03, 0.00, 0.00, 0.00, 0.31, 0.00, 0.00, 0.03, 0.02, 0.22, -0.01, 0.00, 0.00, -0.16, 0.03, 0.01, 0.00, 0.00, 0.34, 0.30, 0.05, 0.01, -0.02, 0.00, 0.00, 0.00, 0.00, 0.00, 0.00, 0.00, 0.00, 0.00, 0.00, 0.00, 0.00, -0.01, 0.00, 0.00, 0.00, 0.00, 0.00, 0.00, 0.04, 0.00, -0.01, 0.00, 0.02, 0.00, 0.00, 0.01, 0.00, -0.04, 0.00, 0.00, -0.01, 0.01, 0.01, 0.05, 0.00, 0.03, 0.00, 0.00, 0.00, 0.00, 0.00, 0.01],
  "lumo_ev": [2.20, 2.20],
  "total_charge": -1,
  "e_above_lowest_ev": 2.303,
  "spin_multiplicity": 3
}

---

{
  "formula": "C2H7NO",
  "method": "wB97M-V/def2-TZVPD",
  "elements": ["O", "N", "C", "C", "H", "H", "H", "H", "H", "H", "H"],
  "xyz": [[-0.97748, -0.88933, 0.16056], [1.99432, -0.64843, -0.95060], [-0.95410, 0.54575, 0.03253], [-0.68192, 1.26659, 1.06959], [-0.83664, 0.73056, -0.95025], [1.56213, -1.53686, -1.16369], [1.55757, 0.10578, -1.54778], [-0.91386, 0.92230, 2.12058], [-0.09040, -0.99234, 0.48764], [2.95063, -0.75469, -1.31114], [-0.55366, 2.30488, 1.12161]],
  "nbo_charge": [-0.73, -1.08, 0.13, -0.46, 0.16, 0.36, 0.36, 0.21, 0.48, 0.36, 0.21],
  "lumo_ev": 0.95,
  "total_charge": 0,
  "e_above_lowest_ev": 1.827
}

---

{
  "formula": "C8H8F5N3OS2TeZn",
  "method": "wB97M-V/def2-TZVPD",
  "elements": ["Te", "Zn", "S", "S", "F", "F", "F", "F", "F", "O", "N", "N", "N", "C", "C", "C", "C", "C", "C", "C", "C", "H", "H", "H", "H", "H", "H", "H", "H"],
  "xyz": [[1.70341, 2.53587, 2.20548], [1.11995, 0.63192, -0.13327], [3.03782, -0.42639, -0.89916], [3.25176, -2.97521, -2.25890], [-0.07827, 2.56243, 2.74407], [1.53609, 0.63829, 2.13122], [3.54582, 2.49307, 2.08869], [1.72202, 4.36087, 2.44833], [2.02631, 2.28872, 4.01050], [1.44565, 2.55968, 0.41652], [0.92469, -2.10393, -1.44148], [-1.08391, 1.01271, 0.03552], [0.19992, -1.10938, -0.86875], [2.20429, -1.81842, -1.49702], [-3.14751, -0.18455, 0.11811], [2.11258, -4.30088, -2.69151], [-3.80957, 0.97230, 0.50663], [-1.78810, -0.12041, -0.12278], [-3.09400, 2.14830, 0.62140], [-1.03721, -1.27917, -0.63603], [-1.72671, 2.12096, 0.37885], [-1.12678, 3.01527, 0.45676], [2.73393, -5.09474, -3.10170], [-1.54067, -2.21616, -0.85786], [-3.57023, 3.07739, 0.89815], [1.58826, -4.65354, -1.80844], [-3.67224, -1.12194, -0.00794], [1.39632, -3.96532, -3.43659], [-4.87361, 0.95229, 0.70120]],
  "nbo_charge": [3.44, 1.59, -0.39, 0.34, -0.63, -0.66, -0.61, -0.61, -0.60, -1.25, -0.43, -0.55, -0.37, -0.06, -0.23, -0.75, -0.14, 0.15, -0.25, 0.07, 0.09, 0.23, 0.23, 0.20, 0.24, 0.23, 0.23, 0.23, 0.23],
  "lumo_ev": -1.25,
  "total_charge": 0,
  "e_above_lowest_ev": 0.000
}

---

{
  "formula": "C23H28F9FeGeN6O4S6",
  "method": "wB97M-V/def2-TZVPD",
  "elements": ["Ge", "Fe", "S", "S", "S", "S", "S", "S", "F", "F", "F", "F", "F", "F", "F", "F", "F", "O", "O", "O", "O", "N", "N", "N", "N", "N", "N", "C", "C", "C", "C", "C", "C", "C", "C", "C", "C", "C", "C", "C", "C", "C", "C", "C", "C", "C", "C", "C", "C", "C", "H", "H", "H", "H", "H", "H", "H", "H", "H", "H", "H", "H", "H", "H", "H", "H", "H", "H", "H", "H", "H", "H", "H", "H", "H", "H", "H", "H"],
  "xyz": [[2.99688, -1.48107, -0.10474], [-0.23949, 0.16847, -0.21278], [0.40669, 0.57779, -3.15121], [0.20488, -3.03694, -0.34216], [-1.57620, 1.99522, -0.00677], [0.50935, -0.49767, 4.33090], [0.56832, -1.91589, -4.22124], [-4.13162, -2.26968, 0.25751], [0.81805, 2.38008, -4.97824], [-2.80202, 4.47993, -0.56218], [2.44381, 2.14303, -3.56121], [-0.60175, -0.69570, -6.26527], [-1.47190, -2.59361, -5.71178], [-1.64585, 5.96034, -1.62394], [0.41009, -2.54105, -6.77331], [-1.96336, 6.15914, 0.50547], [0.61608, 3.13659, -2.95844], [-1.02572, 0.72658, -3.17951], [-0.45392, -2.16982, -3.23549], [0.95086, 0.48301, -1.76065], [1.67682, -2.80008, -4.34940], [1.87728, 1.00402, 2.51279], [-3.05996, -1.08367, -1.91780], [1.08266, -0.40011, -4.12505], [-0.02248, -0.19315, 1.86206], [0.95561, 2.66392, 0.28009], [-1.92898, -0.98936, 0.14016], [3.50921, 0.32335, -0.58268], [5.72351, 2.31675, -1.49037], [2.01809, 3.46903, 0.25146], [-1.73065, 5.26329, -0.47438], [1.12866, 2.17062, -3.71470], [0.69442, 5.35997, -0.22228], [0.83535, 0.17720, 2.78264], [0.93786, -1.70960, -0.19834], [3.37473, -2.10828, 1.70074], [4.56892, 1.81684, -2.35397], [-2.07907, -1.40707, 1.45849], [-0.42665, 4.54389, -0.21028], [-1.02501, -1.00167, 2.38429], [-0.33287, -1.93501, -5.86244], [5.88152, -1.87635, 1.23608], [-3.20052, -2.10240, 1.70348], [4.75074, -2.78573, 1.72405], [6.10431, -0.64882, 2.11382], [4.09666, 0.40836, -1.99475], [-0.88383, -1.28881, 3.69015], [-0.26990, 3.17371, 0.03748], [-2.94540, -1.36173, -0.61553], [1.94710, 4.82352, 0.00152], [3.35102, 0.07766, -2.72175], [3.38692, -2.51272, -1.16985], [-3.83042, -1.44426, -2.45139], [6.80364, -2.45723, 1.18312], [5.68507, -1.55825, 0.20167], [2.98120, 3.00178, 0.44022], [6.33185, -0.94467, 3.14015], [4.72385, -3.69012, 1.11062], [1.66029, 1.65199, 1.75485], [6.56418, 1.61927, -1.52359], [4.96583, -3.11180, 2.74579], [2.63121, 0.96691, -0.49060], [2.58816, -2.79229, 2.02370], [6.93813, -0.04956, 1.74708], [5.22394, -0.00066, 2.14466], [3.35110, -1.24139, 2.36315], [4.23500, 0.63831, 0.17031], [0.57582, 6.41856, -0.41838], [-3.54761, -2.51160, 2.63779], [3.72212, 2.50687, -2.28186], [2.83862, 5.43370, -0.01173], [-2.33114, -0.57589, -2.41217], [4.94057, -0.28392, -2.08696], [-1.51365, -1.89705, 4.31812], [5.43448, 2.43743, -0.44322], [6.08392, 3.28438, -1.83937], [4.87314, 1.82189, -3.40257], [2.33997, 1.42449, 3.30377]],
  "mulliken_spin": [0.01, 3.34, 0.02, 0.41, 0.07, 0.01, 0.00, 0.00, 0.00, 0.00, 0.00, 0.00, 0.00, 0.00, 0.00, 0.00, 0.00, 0.01, 0.00, -0.03, 0.00, 0.00, 0.00, 0.00, 0.02, 0.01, -0.03, 0.02, 0.00, 0.00, 0.00, 0.00, 0.00, 0.02, -0.01, 0.02, 0.00, 0.02, 0.02, 0.00, 0.00, 0.00, -0.01, 0.00, 0.00, 0.01, 0.00, 0.01, 0.00, 0.01, 0.00, 0.01, 0.00, 0.00, 0.00, 0.00, 0.00, 0.00, 0.01, 0.00, 0.00, 0.02, 0.00, 0.00, 0.00, 0.00, 0.00, 0.00, 0.00, 0.00, 0.00, 0.01, 0.00, 0.00, 0.00, 0.00, 0.00, 0.00],
  "lumo_ev": [-5.17, -5.50],
  "total_charge": 1,
  "e_above_lowest_ev": 1.392,
  "spin_multiplicity": 5
}

---

What did the third record say?
{
  "formula": "C2H7NO",
  "method": "wB97M-V/def2-TZVPD",
  "elements": ["O", "N", "C", "C", "H", "H", "H", "H", "H", "H", "H"],
  "xyz": [[-0.97748, -0.88933, 0.16056], [1.99432, -0.64843, -0.95060], [-0.95410, 0.54575, 0.03253], [-0.68192, 1.26659, 1.06959], [-0.83664, 0.73056, -0.95025], [1.56213, -1.53686, -1.16369], [1.55757, 0.10578, -1.54778], [-0.91386, 0.92230, 2.12058], [-0.09040, -0.99234, 0.48764], [2.95063, -0.75469, -1.31114], [-0.55366, 2.30488, 1.12161]],
  "nbo_charge": [-0.73, -1.08, 0.13, -0.46, 0.16, 0.36, 0.36, 0.21, 0.48, 0.36, 0.21],
  "lumo_ev": 0.95,
  "total_charge": 0,
  "e_above_lowest_ev": 1.827
}